No. 1
Density functional theory data (the ωB97M-V functional and the def2-TZVPD basis) for one molecule with the formula C6H7N5O2 in a non-equilibrium geometry.

Last column: natural (NBO) charge in e.
Atoms and positions in Å:
H: -0.23054 3.83526 1.22765  0.352
N: -0.52939 3.21168 1.98136  -0.747
C: -0.18512 1.99152 1.86525  0.550
N: -0.65521 1.13185 2.81898  -0.598
C: -0.52039 -0.21060 2.64548  0.651
O: -1.03401 -0.93934 3.46188  -0.576
C: 0.19254 -0.69021 1.40640  -0.081
N: 0.45075 -1.97724 0.92287  -0.393
C: 1.03673 -1.83805 -0.23446  0.166
N: 1.19980 -0.51714 -0.56744  -0.357
C: 1.63706 0.02168 -1.87875  -0.408
C: 0.65998 0.20538 0.47900  0.305
N: 0.51502 1.59465 0.70661  -0.141
O: 0.87304 2.53224 -0.26964  -0.527
H: -1.21989 1.46573 3.58182  0.451
H: 1.37356 -2.69800 -0.81242  0.213
H: 1.57881 -0.74401 -2.66750  0.223
H: 2.67262 0.41384 -1.80549  0.206
H: 1.02555 0.83632 -2.21641  0.228
H: 1.74261 2.95798 -0.06165  0.483

Atomic forces in eV per Å
H 0.0 -0.6 0.3
N 0.1 0.8 0.5
C -0.9 3.9 -1.4
N 1.7 -0.8 -1.9
C -0.3 -2.4 0.1
O 0.1 -0.6 0.1
C 0.2 0.2 -0.3
N -0.2 0.3 0.6
C -0.5 -0.3 1.2
N -0.1 1.6 -0.9
C 0.9 -0.3 0.3
C -0.1 0.5 0.0
N 1.1 -2.0 0.0
O -0.1 -0.2 0.5
H 0.0 0.3 -0.1
H 0.0 0.6 -0.1
H 0.1 0.0 0.6
H -0.5 -0.4 -0.1
H -0.5 0.3 0.2
H -0.8 -0.8 0.4

Output
LUMO energy, eV: 0.0
Charge: 0
Spin multiplicity: 1
Relative energy (zero: lowest compared OMol25 entry of this formula, charge and spin), kJ/mol: 127.4
SMILES: [H]/N=c1/[nH]c(=O)c2ncn(C)c2n1O
Molecular weight, Da: 181.16
Frontier orbital gap, eV: 8.5
Calculated total energy, eV: -17879.1069

No. 2
Density functional theory data (the ωB97M-V functional and the def2-TZVPD basis) for a 3-piece molecular cluster, C14H24F6O7 overall.

Last column: natural (NBO) charge in e.
Atoms and positions in Å:
C: -0.71141 -3.17576 -1.80616  -0.638
C: -1.18713 -1.74089 -1.94138  -0.084
O: -1.14535 -1.03088 -0.69956  -0.484
C: -2.10519 -1.31043 0.16463  0.693
O: -3.04857 -2.01425 -0.00356  -0.532
C: -1.85342 -0.61160 1.51777  0.896
F: -0.61214 -0.15182 1.61646  -0.303
F: -2.69010 0.42334 1.66981  -0.308
F: -2.06096 -1.47573 2.51899  -0.307
H: -1.10141 -3.66725 -0.91613  0.225
H: 0.37695 -3.23185 -1.75359  0.207
H: -1.02098 -3.70920 -2.70570  0.228
H: -2.17076 -1.65400 -2.39700  0.209
H: -0.48867 -1.22175 -2.59859  0.198
C: -0.66073 2.38024 -1.21753  -0.648
C: -1.79344 3.14304 -1.85289  -0.087
O: -3.06001 2.50782 -1.56904  -0.472
C: -3.45674 1.58418 -2.43073  0.696
O: -2.93077 1.26910 -3.45665  -0.553
C: -4.78063 0.91190 -1.98925  0.899
F: -5.75343 1.24739 -2.84364  -0.307
F: -4.63233 -0.41749 -2.02525  -0.307
F: -5.16220 1.25832 -0.76476  -0.300
H: 0.21232 3.01919 -1.06363  0.225
H: -0.25276 1.57306 -1.83127  0.218
H: -0.98817 1.98592 -0.25706  0.229
H: -1.71314 3.25747 -2.93602  0.206
H: -1.82700 4.16347 -1.47316  0.201
C: 3.24975 2.28860 2.35469  -0.255
O: 3.50853 2.72420 1.04162  -0.536
C: 2.84751 2.06569 -0.01331  -0.075
C: 3.17345 0.61381 -0.23499  -0.093
O: 2.54592 -0.18570 0.73431  -0.538
C: 2.67318 -1.56350 0.47586  -0.072
C: 1.91518 -2.32104 1.52444  -0.073
O: 2.27382 -1.87719 2.80837  -0.536
C: 1.23971 -1.96693 3.73326  -0.242
H: 2.19353 2.41638 2.65298  0.159
H: 3.82903 2.92946 3.01958  0.187
H: 3.48349 1.24148 2.52404  0.187
H: 3.13488 2.61357 -0.90991  0.190
H: 1.75650 2.16631 0.11348  0.164
H: 4.26981 0.51999 -0.22343  0.177
H: 2.77790 0.33266 -1.22525  0.164
H: 3.72779 -1.86239 0.42627  0.173
H: 2.20864 -1.79261 -0.50061  0.160
H: 2.13618 -3.39930 1.43681  0.171
H: 0.83207 -2.24769 1.35189  0.165
H: 0.49083 -1.17937 3.59789  0.171
H: 1.67049 -1.91652 4.72828  0.192
H: 0.67998 -2.91147 3.62864  0.159

Atomic forces in eV per Å
C 0.1 0.0 0.0
C 0.3 -0.2 -0.8
O 0.2 0.2 0.2
C 0.2 0.0 0.2
O -0.4 -0.3 -0.1
C -0.1 0.1 0.1
F 0.2 0.2 0.1
F -0.1 -0.1 0.0
F 0.0 0.1 -0.2
H -0.2 0.0 -0.1
H 0.0 0.1 0.0
H 0.0 -0.2 0.1
H -0.2 -0.1 0.2
H -0.1 0.2 0.2
C 0.6 -0.2 -0.2
C 0.2 0.5 -0.7
O -0.1 0.0 0.1
C -0.1 0.2 0.1
O 0.1 -0.1 0.0
C 0.0 0.0 0.0
F 0.0 0.0 0.0
F 0.0 0.1 0.0
F 0.0 0.0 0.1
H -0.3 0.2 0.1
H -0.5 -0.2 0.0
H 0.2 0.0 0.1
H 0.2 -0.3 0.1
H -0.4 -0.2 0.4
C -0.6 0.1 0.5
O 0.4 0.0 -0.2
C -0.7 0.4 0.3
C 0.0 0.1 -0.1
O 0.1 0.0 0.1
C -0.1 0.2 -0.4
C -0.3 -0.7 0.2
O 0.5 0.1 -0.4
C -0.9 -0.4 0.2
H 0.1 0.0 -0.3
H 0.1 -0.1 -0.1
H 0.2 -0.1 -0.1
H 0.0 0.0 -0.1
H 0.2 -0.1 0.0
H -0.1 -0.3 0.0
H 0.3 0.1 0.0
H 0.0 0.0 0.1
H 0.2 -0.1 0.0
H 0.1 0.1 -0.1
H 0.1 0.4 0.1
H 0.2 0.2 0.1
H 0.0 0.1 0.1
H 0.2 0.0 0.2

Output
LUMO energy, eV: 0.6
Charge: 0
Spin multiplicity: 1
Relative energy (zero: lowest compared OMol25 entry of this formula, charge and spin), kJ/mol: 1.2
SMILES: CCOC(=O)C(F)(F)F.CCOC(=O)C(F)(F)F.COCCOCCOC
Molecular weight, Da: 418.33
Frontier orbital gap, eV: 10.3
Calculated total energy, eV: -45543.5128

No. 3
Density functional theory data (the ωB97M-V functional and the def2-TZVPD basis) for an isolated ion of composition C9H14N3 and charge +1 in a non-equilibrium geometry.

Last column: Löwdin spin population.
Atoms and positions in Å:
C: 1.63094 0.14264 -2.73967  0.148
C: 2.18651 0.26256 -1.50061  0.394
C: 0.25329 -0.03772 -2.89076  0.219
C: 1.32448 0.30201 -0.35671  0.100
C: -0.64606 -0.07925 -1.76100  0.488
C: -0.01330 0.16670 -0.47765  0.155
C: 0.63414 -0.64230 2.36108  0.110
C: -2.12726 -0.37231 -1.89714  0.069
C: -1.00749 1.33588 2.83369  0.004
N: 1.07987 -1.72444 1.75579  0.077
N: -0.86362 0.22922 0.61900  0.120
N: -0.42684 0.33897 1.88430  0.029
H: 2.33844 0.23066 -3.57274  0.001
H: 3.27276 0.29874 -1.24589  0.019
H: -0.06829 -0.17232 -3.96429  0.008
H: 1.70334 0.40227 0.67879  0.002
H: 0.91268 -0.32040 3.37835  0.006
H: -2.56017 0.28974 -1.07889  0.009
H: -2.54971 0.00837 -2.86551  0.008
H: -2.36447 -1.39898 -1.76925  0.023
H: -0.87349 0.93192 3.95257  0.000
H: -2.13922 1.35651 2.65326  0.002
H: -0.60728 2.35780 2.57111  0.000
H: 1.79711 -2.27703 2.05721  0.003
H: 0.93814 -1.75788 0.76410  0.000
H: -1.82452 0.12863 0.61088  0.005

Atomic forces in eV per Å
C -2.1 -0.3 -2.5
C 2.0 0.1 3.7
C 2.4 0.1 -2.7
C 0.3 0.3 1.7
C -1.0 -0.5 -0.6
C -0.8 0.2 0.6
C -3.6 3.8 0.4
C 0.7 3.1 0.4
C -0.8 -0.5 0.6
N -2.6 2.2 -1.3
N 1.5 0.2 -0.4
N 4.8 -3.6 2.7
H -0.8 -0.3 -0.1
H -1.0 0.1 -0.8
H -0.2 0.2 1.6
H 0.2 0.4 -1.2
H 0.2 -0.7 -0.6
H -0.3 -1.1 -1.1
H 0.5 -0.5 0.8
H -0.4 -1.0 0.2
H 0.0 1.3 -2.7
H 1.5 -0.1 0.3
H -0.3 -1.1 0.8
H 2.1 -1.5 1.6
H -0.2 -0.2 -0.5
H -2.1 -0.5 -0.9

Output
LUMO energy (spin up / spin down), eV: -4.4 / -5.9
Charge: +1
Spin multiplicity: 3
Relative energy (zero: lowest compared OMol25 entry of this formula, charge and spin), kJ/mol: 476.7
Molecular weight, Da: 164.23
Frontier orbital gap (spin up / spin down), eV: 3.3 / 6.1
Calculated total energy, eV: -14017.4662